[1]
# C22H32N4OS

One molecule with the formula C22H32N4OS (the ωB97M-V functional and the def2-TZVPD basis, the Open Molecules 2025 dataset).

Each line ends with the Mulliken charge.
Positions of all 60 atoms, in Å:
C: -6.17 -0.44 0.89  -0.996
S: -4.46 -0.75 0.37  0.030
C: -4.21 0.65 -0.77  -0.714
C: -4.03 1.98 -0.06  -0.757
C: -2.75 1.98 0.78  -0.976
N: -1.59 1.79 -0.08  0.696
C: -0.61 0.86 0.45  -1.026
C: 0.37 0.48 -0.66  1.052
C: 1.10 1.73 -1.18  -0.861
N: 2.05 2.21 -0.19  1.076
N: 1.87 3.35 0.48  -1.089
C: 2.89 3.45 1.32  -0.522
C: 3.76 2.37 1.19  -0.713
C: 3.19 1.59 0.20  0.491
N: 3.61 0.40 -0.37  -0.018
C: 4.45 -0.51 0.21  0.489
O: 4.99 -0.33 1.28  -0.616
C: 4.63 -1.77 -0.63  -1.190
C: 3.32 -2.51 -0.86  -0.634
C: 2.67 -2.95 0.47  -0.905
C: 1.18 -3.10 0.37  0.382
C: 0.35 -2.53 1.33  -0.257
C: -1.03 -2.65 1.23  -0.390
C: -1.60 -3.33 0.17  -0.493
C: -0.78 -3.90 -0.79  -0.799
C: 0.60 -3.80 -0.68  -0.279
C: 0.08 2.80 -1.55  -1.521
C: -0.95 3.03 -0.45  -0.951
H: -6.47 -1.28 1.51  0.359
H: -6.23 0.48 1.46  0.275
H: -6.81 -0.38 0.01  0.293
H: -3.30 0.41 -1.31  0.280
H: -5.05 0.67 -1.45  0.486
H: -3.96 2.77 -0.82  0.367
H: -4.88 2.20 0.58  0.351
H: -2.81 1.15 1.49  0.433
H: -2.68 2.91 1.36  0.365
H: -1.12 -0.04 0.79  0.398
H: -0.05 1.29 1.30  0.068
H: -0.19 0.04 -1.48  0.331
H: 1.07 -0.26 -0.27  -0.650
H: 1.67 1.47 -2.08  0.414
H: 2.96 4.29 1.98  0.466
H: 4.66 2.16 1.73  0.486
H: 3.20 0.16 -1.27  0.252
H: 5.34 -2.41 -0.10  0.358
H: 5.08 -1.49 -1.59  0.426
H: 2.61 -1.88 -1.41  0.498
H: 3.52 -3.39 -1.48  0.430
H: 3.12 -3.89 0.80  0.483
H: 2.90 -2.20 1.24  0.336
H: 0.79 -1.99 2.16  0.336
H: -1.66 -2.21 1.99  0.438
H: -2.67 -3.40 0.09  0.436
H: -1.21 -4.44 -1.62  0.419
H: 1.23 -4.26 -1.43  0.360
H: 0.60 3.74 -1.76  0.520
H: -0.43 2.47 -2.46  0.455
H: -1.72 3.72 -0.83  0.516
H: -0.45 3.51 0.41  0.502

Results
Lowest unoccupied orbital energy: 0.58 eV
Electronic energy: -1549.9810 hartree
HOMO energy: -8.32 eV
SMILES: CSCCCN1CCC(n2nccc2NC(=O)CCCc2ccccc2)CC1
Charge: 0



[2]
# C22H33AlN3SSi

C22H33AlN3SSi as an isolated structure (the ωB97M-V functional and the def2-TZVPD basis, the Open Molecules 2025 dataset).

Each line ends with the Mulliken charge.
Positions of all 61 atoms, in Å:
Al: 0.44 0.27 -0.55  -1.315
C: -2.33 1.74 -0.10  -1.009
C: -1.31 2.86 -0.03  -0.718
N: -0.20 2.48 -0.93  0.249
C: 0.97 3.40 -0.87  -0.904
C: 2.18 2.64 -0.35  -0.037
S: 2.41 1.19 -1.43  -0.505
C: 0.92 -0.20 1.29  -0.738
C: -1.43 0.36 1.73  -0.911
N: -1.64 0.49 0.24  0.505
H: -2.73 1.67 -1.11  0.332
H: -3.16 1.94 0.58  0.451
H: -0.90 2.92 0.98  0.340
H: -1.76 3.82 -0.31  0.559
H: -0.54 2.43 -1.88  0.227
H: 0.72 4.26 -0.23  0.318
H: 1.18 3.76 -1.87  0.347
H: 1.99 2.32 0.68  -0.059
H: 3.07 3.26 -0.36  0.491
H: 1.96 0.08 1.46  0.297
H: 0.84 -1.28 1.57  0.187
H: -2.16 1.00 2.23  0.034
H: -1.72 -0.69 1.99  0.208
H: -2.18 -0.30 -0.09  -0.011
C: -0.03 0.67 2.09  1.447
C: 0.25 1.15 3.40  0.140
C: -0.71 1.84 4.23  -0.593
C: -0.40 2.32 5.49  -0.696
C: 0.88 2.18 6.04  -0.600
C: 1.83 1.52 5.27  -0.563
C: 1.54 1.02 4.00  -0.492
H: -1.71 2.01 3.85  0.160
H: -1.17 2.84 6.05  0.323
H: 1.11 2.56 7.03  0.367
H: 2.83 1.38 5.66  0.336
H: 2.33 0.52 3.45  0.281
C: -1.30 -3.17 -3.53  -1.233
Si: -1.52 -1.84 -2.22  0.470
C: -2.40 -2.67 -0.77  -1.046
C: -2.70 -0.56 -2.94  -1.186
N: -0.03 -1.10 -1.82  1.475
C: 1.13 -1.91 -2.07  -1.096
C: 2.09 -1.53 -3.01  -0.131
C: 3.21 -2.33 -3.25  -0.832
C: 3.39 -3.52 -2.56  -0.469
C: 2.45 -3.91 -1.62  -0.761
C: 1.34 -3.11 -1.37  0.449
H: -1.99 -4.01 -3.36  0.350
H: -0.28 -3.57 -3.53  0.274
H: -1.50 -2.76 -4.53  0.332
H: -3.49 -2.64 -0.89  0.379
H: -2.14 -2.22 0.20  0.259
H: -2.10 -3.73 -0.71  0.398
H: -3.08 -0.93 -3.90  0.448
H: -2.18 0.38 -3.14  0.207
H: -3.57 -0.36 -2.30  0.296
H: 1.95 -0.61 -3.55  0.545
H: 3.95 -2.00 -3.97  0.366
H: 4.27 -4.14 -2.75  0.372
H: 2.58 -4.83 -1.07  0.375
H: 0.62 -3.40 -0.61  0.315

Results
Lowest unoccupied orbital energy: 2.58 eV
Electronic energy: -1952.6558 hartree
HOMO energy: -1.86 eV
Charge: -1



[3]
# C22H33BaCl2N4O3

C22H33BaCl2N4O3 as an isolated structure in a non-equilibrium geometry (the ωB97M-V functional and the def2-TZVPD basis, the Open Molecules 2025 dataset).

Each line ends with the Mulliken charge.
Positions of all 65 atoms, in Å:
O: 2.36 1.17 -1.55  -0.808
C: 1.72 1.68 -2.57  0.104
C: 1.59 3.21 -2.44  -0.055
C: 1.14 3.82 -1.26  0.009
H: 0.86 3.24 -0.38  0.200
C: 1.05 5.22 -1.20  -0.573
H: 0.70 5.68 -0.27  0.409
C: 1.40 6.00 -2.31  -0.386
H: 1.33 7.09 -2.26  0.333
C: 1.86 5.38 -3.48  -0.546
H: 2.14 5.97 -4.36  0.336
C: 1.97 3.99 -3.53  -0.327
H: 2.35 3.48 -4.42  0.287
H: 2.39 1.46 -3.42  0.171
C: 0.45 -0.40 -3.55  -0.981
C: 0.31 1.00 -3.03  -0.655
H: 0.03 -0.44 -4.57  0.474
H: -0.07 -1.17 -2.97  0.067
H: 1.51 -0.67 -3.61  0.300
C: -0.79 1.75 -3.18  0.884
C: -2.03 1.31 -3.89  -1.398
H: -0.80 2.78 -2.86  0.432
H: -2.30 2.01 -4.69  0.362
H: -2.86 1.28 -3.18  0.267
H: -1.95 0.32 -4.33  0.299
Ba: -0.54 0.18 -0.25  1.099
Cl: -0.88 2.59 1.48  -0.713
Cl: -3.26 -0.47 -0.99  -0.752
C: -2.51 -1.40 1.94  0.073
O: -1.31 -1.74 1.82  -0.748
N: -3.50 -2.15 2.39  0.143
C: -3.26 -3.48 2.93  -0.896
C: -4.88 -1.70 2.31  -0.927
H: -2.85 -0.40 1.61  0.448
H: -2.21 -3.75 2.77  0.215
H: -3.92 -4.20 2.44  0.306
H: -3.48 -3.50 4.01  0.298
H: -4.93 -0.76 1.76  0.281
H: -5.29 -1.54 3.33  0.338
H: -5.49 -2.45 1.79  0.302
H: 2.10 -5.17 -0.87  0.305
H: 4.60 -4.06 -0.60  0.328
C: 2.03 -4.39 -1.64  -0.992
C: 4.24 -3.29 -1.29  -0.928
N: 2.79 -3.20 -1.25  0.274
H: 0.98 -4.12 -1.79  0.248
C: 2.16 -2.13 -0.76  0.328
O: 0.91 -2.05 -0.65  -0.665
H: 4.66 -2.32 -1.00  0.283
H: 2.83 -1.30 -0.47  0.170
H: 2.46 -4.78 -2.56  0.351
H: 4.57 -3.54 -2.31  0.321
N: 1.52 -2.35 2.58  -0.242
C: 1.99 -1.15 2.99  0.427
C: 2.86 -1.07 4.13  -0.745
C: 3.33 0.18 4.52  -0.321
C: 2.93 1.29 3.77  -0.732
C: 2.06 1.11 2.69  -0.069
N: 1.61 -0.08 2.27  0.368
H: 0.69 -2.37 2.00  0.228
H: 1.72 -3.15 3.16  0.205
H: 3.09 -2.00 4.64  0.266
H: 3.98 0.28 5.38  0.370
H: 3.26 2.30 4.00  0.386
H: 1.67 1.97 2.13  0.165

Results
Lowest unoccupied orbital energy: 2.18 eV
Electronic energy: -2248.9520 hartree
HOMO energy: -3.90 eV
Charge: -1



[4]
# C22H33BrNTl

C22H33BrNTl as an isolated structure (the ωB97M-V functional and the def2-TZVPD basis, the Open Molecules 2025 dataset).

Each line ends with the Mulliken charge.
Positions of all 58 atoms, in Å:
Tl: -0.21 -2.22 -2.03  0.945
C: 1.95 -0.20 -0.46  -0.868
C: 1.10 0.84 -0.52  -0.331
C: 0.30 0.81 0.89  0.198
C: 0.85 -0.21 1.61  -0.875
C: 1.84 -0.86 0.85  0.126
C: 2.70 -1.96 1.31  1.898
C: 1.95 -2.94 2.22  -1.480
C: 3.40 -2.70 0.17  -1.552
C: 3.77 -1.18 2.16  -1.576
C: -0.77 1.67 1.49  2.273
C: -1.77 2.35 0.56  -1.655
C: -1.57 0.87 2.53  -1.844
C: 0.04 2.77 2.26  -1.541
C: 1.06 1.80 -1.68  2.020
C: 2.19 1.48 -2.66  -2.041
C: -0.26 1.66 -2.47  -1.351
C: 1.28 3.25 -1.19  -1.649
H: 2.70 -0.45 -1.20  0.593
H: 0.56 -0.49 2.61  0.302
H: 1.16 -3.46 1.68  0.370
H: 1.50 -2.45 3.09  0.369
H: 2.65 -3.69 2.59  0.438
H: 2.68 -3.16 -0.52  0.280
H: 4.01 -3.50 0.59  0.447
H: 4.06 -2.05 -0.40  0.376
H: 3.31 -0.69 3.02  0.405
H: 4.31 -0.44 1.56  0.414
H: 4.48 -1.93 2.51  0.468
H: -2.38 1.61 0.03  0.237
H: -1.33 3.03 -0.16  0.276
H: -2.45 2.94 1.17  0.577
H: -1.97 -0.06 2.10  0.423
H: -2.41 1.47 2.86  0.453
H: -0.99 0.62 3.41  0.415
H: 0.65 3.39 1.60  0.338
H: 0.68 2.33 3.02  0.396
H: -0.69 3.42 2.75  0.441
H: 2.10 0.48 -3.09  0.373
H: 3.17 1.57 -2.19  0.426
H: 2.15 2.19 -3.48  0.453
H: -0.38 0.63 -2.84  0.218
H: -0.23 2.30 -3.34  0.492
H: -1.14 1.92 -1.89  0.118
H: 2.19 3.31 -0.59  0.391
H: 0.45 3.64 -0.61  0.257
H: 1.41 3.90 -2.06  0.487
Br: -5.68 -4.67 -0.94  -0.106
C: -4.81 -3.05 -1.30  -0.456
C: -5.52 -1.88 -1.47  0.001
C: -4.81 -0.72 -1.78  -0.846
C: -3.44 -0.78 -1.90  -0.046
N: -2.75 -1.92 -1.72  -0.331
C: -3.43 -3.03 -1.42  0.128
H: -6.59 -1.87 -1.37  0.490
H: -5.33 0.22 -1.92  0.424
H: -2.87 0.09 -2.18  0.419
H: -2.86 -3.94 -1.26  0.394

Results
Lowest unoccupied orbital energy: -8.80 eV
Electronic energy: -3658.7384 hartree
HOMO energy: -14.73 eV
Charge: +2



[5]
# C22H33Ca2O18Pt

C22H33Ca2O18Pt as an isolated structure in a non-equilibrium geometry (the ωB97M-V functional and the def2-TZVPD basis, the Open Molecules 2025 dataset).

Each line ends with the Mulliken charge.
Positions of all 76 atoms, in Å:
Ca: -2.84 1.63 4.48  1.632
Ca: 2.82 2.00 1.15  1.738
Pt: 0.71 2.20 3.98  1.427
C: 4.87 1.14 4.96  -1.074
C: 4.12 1.49 3.72  0.827
O: 4.73 2.00 2.77  -0.724
O: 2.82 1.36 3.63  -0.664
H: 5.57 0.34 4.66  0.323
H: 4.28 0.55 5.66  0.339
H: 5.50 1.89 5.43  0.354
C: -1.21 5.78 4.65  -1.101
C: -1.71 4.38 4.41  1.098
O: -1.02 3.34 4.71  -0.856
O: -2.88 4.22 4.00  -0.662
H: -0.84 5.89 5.67  0.385
H: -1.89 6.57 4.38  0.323
H: -0.29 5.89 4.07  0.305
C: -1.10 0.03 0.69  -0.378
C: -0.48 0.76 1.86  0.609
O: 0.75 0.94 1.90  -0.652
O: -1.15 1.13 2.86  -0.645
H: -1.54 0.69 -0.06  -0.164
H: -1.84 -0.71 1.00  0.490
H: -0.42 -0.52 0.03  0.074
C: 2.91 -4.70 0.79  -1.168
C: 3.67 -3.46 1.24  0.534
C: 4.89 -3.13 0.41  -0.510
O: 4.67 -1.73 0.01  -0.350
C: 3.50 -1.35 0.42  0.543
O: 3.08 -0.20 0.54  -0.543
O: 2.81 -2.36 0.91  -0.281
H: 3.51 -5.60 0.90  0.428
H: 2.66 -4.53 -0.27  0.057
H: 1.91 -4.90 1.16  0.347
H: 3.93 -3.42 2.30  0.297
H: 4.92 -3.80 -0.45  0.335
H: 5.85 -3.08 0.90  0.305
C: 1.68 -5.03 -5.26  -1.442
C: 0.77 -4.37 -4.21  0.427
C: 0.81 -4.80 -2.75  -0.491
O: 0.76 -3.60 -2.01  -0.257
C: 0.95 -2.54 -2.84  0.700
O: 1.13 -1.42 -2.45  -0.601
O: 1.18 -2.97 -4.07  -0.371
H: 1.79 -6.08 -5.02  0.380
H: 2.71 -4.66 -5.19  0.349
H: 1.25 -4.87 -6.24  0.372
H: -0.22 -4.41 -4.66  0.261
H: 1.67 -5.40 -2.46  0.353
H: -0.07 -5.42 -2.58  0.342
C: -3.33 6.74 -1.41  -1.258
C: -2.47 5.55 -1.01  0.571
C: -2.52 5.17 0.49  -0.410
O: -2.99 3.82 0.48  -0.311
C: -2.96 3.32 -0.76  0.460
O: -2.99 2.15 -0.97  -0.579
O: -2.91 4.33 -1.64  -0.322
H: -2.71 7.62 -1.56  0.351
H: -4.01 7.06 -0.63  0.373
H: -3.81 6.42 -2.34  0.316
H: -1.44 5.71 -1.30  0.271
H: -3.19 5.79 1.08  0.285
H: -1.49 5.05 0.84  0.134
C: -2.55 -2.93 -1.54  -1.039
C: -3.76 -2.26 -2.18  0.451
C: -3.80 -0.73 -2.04  0.434
O: -3.73 -0.24 -3.34  -0.354
C: -3.35 -1.24 -4.22  0.603
O: -2.81 -1.06 -5.25  -0.462
O: -3.54 -2.42 -3.59  -0.416
H: -2.31 -3.91 -1.97  0.324
H: -2.75 -3.20 -0.50  0.396
H: -1.68 -2.27 -1.64  -0.038
H: -4.65 -2.78 -1.83  0.394
H: -3.10 -0.32 -1.31  -0.573
H: -4.80 -0.56 -1.63  0.377

Results
Expectation value of S²: 2.01
Lowest unoccupied orbital energy (alpha / beta): -9.99 / -12.22 eV
Electronic energy: -3686.1713 hartree
HOMO energy (alpha / beta): -15.66 / -15.66 eV
2S+1: 3
Charge: +3



[6]
# C22H33IN7O3SSiV

C22H33IN7O3SSiV as an isolated structure in a non-equilibrium geometry (the ωB97M-V functional and the def2-TZVPD basis, the Open Molecules 2025 dataset).

Each line ends with the Mulliken charge.
Positions of all 69 atoms, in Å:
V: -0.59 -0.07 1.86  0.364
N: -1.33 1.77 0.46  -0.084
C: -1.94 2.92 1.13  -0.823
C: -2.78 2.46 2.31  -0.565
N: -1.98 1.61 3.18  -0.098
C: -1.12 2.29 4.14  -0.859
C: 0.28 2.55 3.61  -0.676
N: 0.84 1.31 3.08  -0.329
H: -0.70 2.11 -0.25  0.311
H: -2.05 1.23 -0.01  -0.166
H: -2.56 3.54 0.47  0.528
H: -1.13 3.57 1.48  0.271
H: -3.62 1.87 1.95  0.075
H: -3.19 3.34 2.82  0.398
H: -2.54 0.93 3.67  0.321
H: -1.05 1.64 5.01  0.410
H: -1.54 3.25 4.48  0.321
H: 0.87 2.99 4.42  0.424
H: 0.28 3.27 2.79  0.294
H: 1.02 0.65 3.84  0.235
H: 1.72 1.47 2.60  0.257
I: -0.86 -1.35 4.31  -0.374
C: 0.10 -2.82 -1.35  -0.994
Si: -1.10 -2.90 0.10  -0.040
C: -2.54 -3.98 -0.48  -1.169
C: -0.18 -3.79 1.45  -1.067
N: -1.72 -1.40 0.68  0.194
C: -2.87 -0.88 0.13  -0.724
C: -3.83 -0.23 0.92  -0.070
C: -4.98 0.33 0.38  -0.365
C: -5.24 0.26 -0.98  -0.719
C: -4.32 -0.41 -1.79  -0.828
C: -3.17 -0.97 -1.25  0.326
H: 0.32 -3.84 -1.67  0.497
H: 1.05 -2.34 -1.10  0.209
H: -0.30 -2.29 -2.22  0.313
H: -2.42 -5.00 -0.09  0.401
H: -2.60 -4.06 -1.56  0.312
H: -3.50 -3.60 -0.12  0.313
H: 0.23 -4.72 1.06  0.350
H: -0.83 -4.01 2.30  0.263
H: 0.66 -3.20 1.85  0.185
H: -3.67 -0.22 1.99  0.774
H: -5.69 0.82 1.04  0.452
H: -6.13 0.69 -1.41  0.368
H: -4.49 -0.49 -2.85  0.398
H: -2.46 -1.46 -1.91  0.288
O: 3.10 2.10 -5.69  -0.667
S: 4.55 2.09 -5.65  1.183
O: 5.16 3.34 -5.20  -0.687
O: 5.20 1.46 -6.78  -0.683
C: 4.94 0.98 -4.25  0.082
N: 6.16 0.44 -4.20  -0.492
C: 6.43 -0.31 -3.15  -0.319
C: 5.52 -0.54 -2.12  -0.686
C: 4.29 0.07 -2.28  0.268
N: 4.00 0.82 -3.33  -0.293
C: 3.18 -0.05 -1.27  1.434
C: 3.38 -0.55 0.01  -1.010
C: 2.31 -0.59 0.89  -0.968
N: 1.09 -0.17 0.57  1.073
C: 0.89 0.28 -0.68  -0.827
C: 1.90 0.35 -1.62  -1.289
H: 7.42 -0.75 -3.11  0.404
H: 5.78 -1.17 -1.28  0.348
H: 4.35 -0.90 0.35  0.287
H: 2.43 -0.98 1.89  0.474
H: -0.12 0.53 -0.93  0.768
H: 1.70 0.72 -2.62  0.695

Results
Expectation value of S²: 3.76
Lowest unoccupied orbital energy (alpha / beta): 1.55 / 1.46 eV
Electronic energy: -3396.7573 hartree
HOMO energy (alpha / beta): -4.77 / -5.48 eV
2S+1: 4
Charge: -1



Question: Among the records above, which one has the highest electronic energy?
Answer: C22H32N4OS



Question: The lowest electronic energy belongs to which entry?
Answer: C22H33Ca2O18Pt



Question: Look up the charge of the second one.
Answer: -1



Copy entry 2 word for word.
# C22H33AlN3SSi

C22H33AlN3SSi as an isolated structure (the ωB97M-V functional and the def2-TZVPD basis, the Open Molecules 2025 dataset).

Each line ends with the Mulliken charge.
Positions of all 61 atoms, in Å:
Al: 0.44 0.27 -0.55  -1.315
C: -2.33 1.74 -0.10  -1.009
C: -1.31 2.86 -0.03  -0.718
N: -0.20 2.48 -0.93  0.249
C: 0.97 3.40 -0.87  -0.904
C: 2.18 2.64 -0.35  -0.037
S: 2.41 1.19 -1.43  -0.505
C: 0.92 -0.20 1.29  -0.738
C: -1.43 0.36 1.73  -0.911
N: -1.64 0.49 0.24  0.505
H: -2.73 1.67 -1.11  0.332
H: -3.16 1.94 0.58  0.451
H: -0.90 2.92 0.98  0.340
H: -1.76 3.82 -0.31  0.559
H: -0.54 2.43 -1.88  0.227
H: 0.72 4.26 -0.23  0.318
H: 1.18 3.76 -1.87  0.347
H: 1.99 2.32 0.68  -0.059
H: 3.07 3.26 -0.36  0.491
H: 1.96 0.08 1.46  0.297
H: 0.84 -1.28 1.57  0.187
H: -2.16 1.00 2.23  0.034
H: -1.72 -0.69 1.99  0.208
H: -2.18 -0.30 -0.09  -0.011
C: -0.03 0.67 2.09  1.447
C: 0.25 1.15 3.40  0.140
C: -0.71 1.84 4.23  -0.593
C: -0.40 2.32 5.49  -0.696
C: 0.88 2.18 6.04  -0.600
C: 1.83 1.52 5.27  -0.563
C: 1.54 1.02 4.00  -0.492
H: -1.71 2.01 3.85  0.160
H: -1.17 2.84 6.05  0.323
H: 1.11 2.56 7.03  0.367
H: 2.83 1.38 5.66  0.336
H: 2.33 0.52 3.45  0.281
C: -1.30 -3.17 -3.53  -1.233
Si: -1.52 -1.84 -2.22  0.470
C: -2.40 -2.67 -0.77  -1.046
C: -2.70 -0.56 -2.94  -1.186
N: -0.03 -1.10 -1.82  1.475
C: 1.13 -1.91 -2.07  -1.096
C: 2.09 -1.53 -3.01  -0.131
C: 3.21 -2.33 -3.25  -0.832
C: 3.39 -3.52 -2.56  -0.469
C: 2.45 -3.91 -1.62  -0.761
C: 1.34 -3.11 -1.37  0.449
H: -1.99 -4.01 -3.36  0.350
H: -0.28 -3.57 -3.53  0.274
H: -1.50 -2.76 -4.53  0.332
H: -3.49 -2.64 -0.89  0.379
H: -2.14 -2.22 0.20  0.259
H: -2.10 -3.73 -0.71  0.398
H: -3.08 -0.93 -3.90  0.448
H: -2.18 0.38 -3.14  0.207
H: -3.57 -0.36 -2.30  0.296
H: 1.95 -0.61 -3.55  0.545
H: 3.95 -2.00 -3.97  0.366
H: 4.27 -4.14 -2.75  0.372
H: 2.58 -4.83 -1.07  0.375
H: 0.62 -3.40 -0.61  0.315

Results
Lowest unoccupied orbital energy: 2.58 eV
Electronic energy: -1952.6558 hartree
HOMO energy: -1.86 eV
Charge: -1